C23H36F3N4 | ωB97M-V with the def2-TZVPD basis set

Computed properties:
HOMO-LUMO gap: 6.37 eV
energy relative to the best compared isomer or geometry (same formula, charge and spin): 14.76 kcal/mol
net charge: +1

Geometry (Å):
1 C 1.65502 -3.69328 0.66758
2 C 0.40737 -2.84187 0.62079
3 C -0.62180 -3.37004 -0.35697
4 N 0.74763 -1.50791 0.13721
5 N 0.35719 -1.20876 -1.08458
6 N 0.76106 0.07400 -1.28103
7 C 0.81271 0.45544 -2.71987
8 C -0.56491 0.23198 -3.30797
9 C 1.82817 -0.41143 -3.44154
10 C 1.38375 0.57167 -0.17931
11 C 1.67493 2.07341 -0.10941
12 C 1.89037 2.49848 1.34411
13 C 0.52412 2.93938 -0.67353
14 C 2.93901 2.30681 -0.94528
15 C 1.42719 -0.46761 0.77708
16 C 1.93349 -0.55011 2.10396
17 H 1.40455 -4.70840 1.00921
18 H 2.08464 -3.75897 -0.34501
19 H 2.40292 -3.25947 1.34340
20 H -0.02912 -2.73884 1.61631
21 H -0.93312 -4.38058 -0.06900
22 H -1.51769 -2.73637 -0.38993
23 H -0.20729 -3.41137 -1.37309
24 H 1.09499 1.50572 -2.77424
25 H -0.51690 0.37888 -4.39471
26 H -0.90513 -0.79125 -3.09905
27 H -1.29598 0.94445 -2.90468
28 H 1.79177 -0.18743 -4.51701
29 H 2.84866 -0.21676 -3.08325
30 H 1.58550 -1.47540 -3.29418
31 H 2.73541 1.94612 1.77316
32 H 2.11656 3.57634 1.40810
33 H 0.97422 2.30063 1.92160
34 H 0.28592 2.71285 -1.72382
35 H -0.39266 2.82027 -0.07513
36 H 0.82261 4.00333 -0.63356
37 H 2.77045 2.03049 -2.00002
38 H 3.22852 3.36879 -0.89797
39 H 3.75529 1.68157 -0.55059
40 H 1.83423 0.38665 2.66549
41 H 1.71602 -1.48480 2.63458
42 C 3.70771 0.98140 4.96409
43 N 4.11108 -0.32699 4.44760
44 C 5.10446 -0.99976 5.30829
45 C 3.96156 -0.63879 3.14782
46 C 4.55406 -1.86967 2.65133
47 C 4.51862 -3.08645 3.39000
48 C 5.19363 -4.20590 2.95400
49 C 5.92452 -4.14678 1.77422
50 C 6.72204 -5.34396 1.33744
51 F 6.87693 -5.38715 -0.01816
52 F 7.98123 -5.36716 1.88435
53 F 6.12305 -6.51033 1.72304
54 C 5.98899 -2.97461 1.02105
55 C 5.28512 -1.85005 1.45215
56 H 4.00005 0.99818 6.02675
57 H 4.24412 1.79180 4.44077
58 H 2.62655 1.14634 4.89349
59 H 5.29775 -0.28928 6.13700
60 H 4.71279 -1.92810 5.74269
61 H 6.03918 -1.19493 4.76762
62 H 3.88729 0.22988 2.46599
63 H 3.99537 -3.12772 4.36749
64 H 5.16734 -5.13297 3.54056
65 H 6.59651 -2.93271 0.10901
66 H 5.37125 -0.91077 0.90318

Löwdin atomic charge list, values in e, 5 entries: number 1, C, carries -0.026; number 2, C, carries -0.362; number 3, C, carries -0.064; number 4, N, carries -0.017; number 5, N, carries 0.147

C23H36FN4O7PS | ωB97M-V with the def2-TZVPD basis set

Computed properties:
HOMO-LUMO gap: 6.81 eV
SMILES: C=CCN1C(=O)c2cc(F)c(P(O)O)c(CSCC)c2C1=O.CNC(C)=O.CNC(C)=O.CNC(C)=O

Geometry (Å):
1 C -3.15753 3.74115 -2.58129
2 C -1.92573 3.98924 -3.19948
3 C -0.58919 3.43451 -2.69131
4 N 0.10228 4.25917 -1.66527
5 C -0.66932 4.21657 -0.43665
6 O -1.41129 5.08852 -0.08037
7 C -0.23840 2.91206 0.23051
8 C -0.87419 2.09993 1.11062
9 C -0.17701 0.98228 1.51358
10 F -0.82310 0.15511 2.35027
11 C 1.10728 0.71438 1.09298
12 P 1.96233 -0.82234 1.71785
13 O 1.28989 -1.19639 3.16350
14 O 3.49337 -0.34134 2.12158
15 C 1.76003 1.56553 0.18614
16 C 3.15862 1.33622 -0.31444
17 S 4.40934 2.36988 0.57524
18 C 3.76516 2.78105 2.22094
19 C 2.71497 3.92272 2.24624
20 C 1.04745 2.65522 -0.25036
21 C 1.38812 3.76450 -1.25005
22 O 2.46796 4.17440 -1.57827
23 H -3.86557 2.96825 -2.87961
24 H -3.38341 4.33306 -1.68344
25 H -1.89025 4.65338 -4.07864
26 H 0.04293 3.36454 -3.58368
27 H -0.78202 2.40153 -2.36553
28 H -1.88533 2.31819 1.43693
29 H 0.88993 -0.43440 3.60412
30 H 4.11617 -0.97537 1.75270
31 H 3.25169 1.61659 -1.36576
32 H 3.47976 0.30305 -0.18920
33 H 3.42122 1.91140 2.78506
34 H 4.63217 3.16721 2.77055
35 H 1.71422 3.48301 2.22397
36 H 2.88234 4.64597 1.44581
37 H 2.77943 4.47367 3.19406
38 C -1.72792 -2.65159 2.98860
39 N -2.97617 -2.94330 2.30437
40 C -3.83618 -3.97301 2.52400
41 C -3.47793 -4.95126 3.61273
42 O -4.85244 -4.08181 1.85311
43 H -1.79920 -1.66217 3.43949
44 H -0.91768 -2.64775 2.25858
45 H -1.51046 -3.38449 3.75878
46 H -3.27274 -2.32474 1.56654
47 H -4.25119 -5.71287 3.67163
48 H -2.52901 -5.43332 3.39027
49 H -3.41746 -4.44221 4.57546
50 C 2.49730 -7.74013 3.52940
51 N 1.47622 -6.70913 3.53575
52 C 0.30235 -6.68918 4.21636
53 C -0.02193 -7.87394 5.09248
54 O -0.45391 -5.73496 4.11058
55 H 3.43926 -7.31157 3.87583
56 H 2.63320 -8.10161 2.50875
57 H 2.22799 -8.57319 4.16958
58 H 1.62568 -5.88657 2.97228
59 H -0.98573 -7.70820 5.56477
60 H -0.07974 -8.78474 4.49519
61 H 0.73207 -7.98892 5.87217
62 C 0.20242 2.75623 -7.94654
63 N -0.52736 3.50644 -6.94132
64 C -1.69266 4.19236 -7.07967
65 C -2.34385 4.19879 -8.44056
66 O -2.18124 4.77696 -6.12557
67 H 0.29362 1.71837 -7.62142
68 H 1.20344 3.17833 -8.05034
69 H -0.29822 2.78561 -8.90817
70 H -0.14902 3.54503 -6.00862
71 H -3.25738 4.78350 -8.38946
72 H -1.68070 4.65356 -9.17755
73 H -2.59774 3.18306 -8.74676

Löwdin atomic charge list, values in e, 5 entries: number 1, C, carries 0.014; number 2, C, carries -0.117; number 3, C, carries -0.133; number 4, N, carries 0.019; number 5, C, carries -0.327

C23H36FeN7O4SeSi | ωB97M-V with the def2-TZVPD basis set

Computed properties:
HOMO-LUMO gap (alpha / beta): 7.24 / 7.10 eV
energy relative to the best compared isomer or geometry (same formula, charge and spin): 1.93 kcal/mol
multiplicity: 5
expectation value of S²: 6.01
net charge: +1

Geometry (Å):
1 Fe -0.14121 2.09754 -0.55648
2 N -1.37282 3.69723 3.07837
3 C -2.68077 3.38514 2.76897
4 C -2.66938 3.01296 1.46195
5 N -1.38661 3.10862 0.97490
6 C -0.63567 3.51049 1.96653
7 C 0.79667 3.66606 1.76481
8 N 1.36510 3.19308 0.68332
9 C 2.69544 3.54077 0.75350
10 C 2.92487 4.22329 1.90547
11 N 1.70095 4.29664 2.53998
12 H -1.04310 3.96534 3.98877
13 H -3.47625 3.44192 3.49361
14 H -3.49285 2.68269 0.84693
15 H 3.40186 3.26574 -0.01530
16 H 3.82145 4.65147 2.32296
17 H 1.52787 4.77060 3.40908
18 C -2.78089 -0.63393 2.25353
19 C -1.85353 -1.82260 2.47936
20 C -1.40619 -1.87979 3.92931
21 C -2.53460 -3.12721 2.08382
22 O -0.65518 -1.64499 1.70686
23 Si -0.39757 -1.19571 0.15735
24 O -0.41147 0.41031 0.04857
25 O 1.07009 -1.80402 -0.29839
26 C 2.21101 -2.13747 0.52756
27 C 2.50654 -1.00463 1.50996
28 C 1.92844 -3.44240 1.26402
29 C 3.39564 -2.33855 -0.40925
30 O -1.56713 -1.87026 -0.75393
31 C -1.78498 -2.05924 -2.15574
32 C -3.26237 -2.36931 -2.31902
33 C -0.93015 -3.22959 -2.62295
34 C -1.42187 -0.79236 -2.92082
35 H -3.67372 -0.72317 2.87795
36 H -3.09118 -0.58624 1.20367
37 H -2.26134 0.29712 2.50041
38 H -2.26115 -2.04338 4.59112
39 H -0.91452 -0.94399 4.21070
40 H -0.69616 -2.69849 4.06843
41 H -3.43640 -3.28230 2.68234
42 H -1.85556 -3.96760 2.25139
43 H -2.80786 -3.10778 1.02744
44 H 1.73963 -0.95643 2.28849
45 H 2.51766 -0.04720 0.98008
46 H 3.48043 -1.15961 1.98249
47 H 1.02229 -3.34727 1.86328
48 H 2.76459 -3.69432 1.92275
49 H 1.79148 -4.25597 0.54531
50 H 3.81609 -1.38420 -0.73761
51 H 3.08391 -2.91661 -1.28261
52 H 4.18934 -2.88780 0.10019
53 H -3.52197 -3.25109 -1.72864
54 H -3.50271 -2.56840 -3.36698
55 H -3.86788 -1.52812 -1.97012
56 H -1.25222 -4.15107 -2.13291
57 H 0.11792 -3.05185 -2.36694
58 H -1.01590 -3.36102 -3.70551
59 H -1.92597 0.06966 -2.47771
60 H -1.72340 -0.87979 -3.96698
61 H -0.34069 -0.61989 -2.87911
62 Se 0.13110 5.07952 -3.34570
63 N 1.32344 4.46869 -4.47844
64 C 1.57723 3.22596 -4.11958
65 C 2.49681 2.31190 -4.72757
66 C 2.61996 1.09267 -4.15945
67 C 1.85934 0.73364 -2.98832
68 N 1.01025 1.52470 -2.41560
69 C 0.85444 2.75486 -2.97680
70 N 0.00705 3.57717 -2.40988
71 H 3.05703 2.59947 -5.60887
72 H 3.29771 0.36063 -4.57991
73 H 1.94957 -0.25025 -2.53844

Löwdin atomic charge list, values in e, 5 entries: number 1, Fe, carries 0.788; number 2, N, carries 0.133; number 3, C, carries -0.051; number 4, C, carries -0.092; number 5, N, carries 0.057

C23H36IrP2 | ωB97M-V with the def2-TZVPD basis set

Computed properties:
HOMO-LUMO gap (alpha / beta): 6.25 / 6.19 eV
energy relative to the best compared isomer or geometry (same formula, charge and spin): 42.51 kcal/mol
multiplicity: 6
expectation value of S²: 8.80
net charge: +2

Geometry (Å):
1 P 1.36307 1.84542 2.25926
2 P 0.01042 1.92319 -1.45098
3 C 1.87770 2.28022 0.62303
4 C 0.86210 2.97163 -0.26179
5 H 2.21795 1.32730 0.19947
6 H 2.73364 2.95285 0.75677
7 H 0.03460 3.48298 0.24926
8 H 1.41246 3.68921 -0.88214
9 C 1.05087 2.19652 -2.95784
10 H 0.95945 1.38611 -3.68160
11 H 2.09928 2.38081 -2.70855
12 H 0.68403 3.11583 -3.43436
13 C -1.44628 2.77288 -2.12710
14 H -1.11832 3.68915 -2.63795
15 H -2.11582 3.06873 -1.31999
16 H -1.96778 2.14849 -2.86121
17 C 2.86444 1.20864 3.00274
18 H 2.57167 0.69080 3.91415
19 H 3.53209 2.04910 3.17536
20 H 3.29752 0.52470 2.27229
21 C 0.82570 3.34247 3.15678
22 H 0.39418 4.03900 2.44380
23 H 1.70522 3.72745 3.65997
24 H 0.03337 3.05901 3.92370
25 Ir -0.12260 1.20072 3.51111
26 C -0.31094 -0.70290 -4.08264
27 C 0.97735 -1.09756 -4.14348
28 C 2.13467 -0.91454 -3.19355
29 C 1.94357 -1.04204 -1.62996
30 C 0.65182 -0.84988 -0.99744
31 C -0.41548 0.11119 -1.30641
32 C -1.72268 -0.43070 -1.94909
33 C -1.44470 -1.25126 -3.22932
34 C -0.18834 0.63037 5.43990
35 H -0.71258 -0.03372 -4.85273
36 H 1.37124 -1.53419 -5.07367
37 H 2.59337 0.07311 -3.35459
38 H 2.87270 -1.68768 -3.43992
39 H 2.28767 -2.04923 -1.32662
40 H 2.68919 -0.38893 -1.13107
41 H 0.30931 -1.74801 -0.46060
42 H -0.77380 0.26785 -0.25267
43 H -2.39070 0.40572 -2.20295
44 H -2.25965 -1.02014 -1.17856
45 H -1.23265 -2.28090 -2.92023
46 H -2.39067 -1.27246 -3.80594
47 H -1.27763 0.62788 5.63819
48 H 0.30415 1.38331 6.08160
49 H 0.25312 -0.36181 5.67801
50 C -0.51361 -0.36550 2.59689
51 C -0.89164 -1.42853 2.05562
52 C -1.55689 -2.61279 1.68661
53 C -0.92929 -3.58833 0.85330
54 C -1.59795 -4.75859 0.52362
55 C -2.90159 -4.99753 0.96838
56 C -3.51042 -4.07568 1.83522
57 C -2.87807 -2.88075 2.16713
58 H 0.09403 -3.39207 0.51632
59 H -1.08219 -5.49275 -0.08222
60 H -3.43173 -5.89679 0.66364
61 H -4.48465 -4.28887 2.26914
62 H -3.34332 -2.12850 2.81592

Löwdin atomic charge list, values in e, 5 entries: number 1, P, carries 0.608; number 2, P, carries 1.019; number 3, C, carries -0.354; number 4, C, carries -0.303; number 5, H, carries 0.076

C23H36P2Pb | ωB97M-V with the def2-TZVPD basis set

Computed properties:
HOMO-LUMO gap (alpha / beta): 3.40 / 4.30 eV
energy relative to the best compared isomer or geometry (same formula, charge and spin): 58.77 kcal/mol
net charge: +2

Geometry (Å):
1 P 1.58031 -1.86512 -2.58233
2 P 1.74769 1.39846 -2.11309
3 C 1.09047 -0.64821 -3.90589
4 C 1.96478 0.59037 -3.78722
5 H 0.03081 -0.40522 -3.74881
6 H 1.18831 -1.08171 -4.91808
7 H 3.03531 0.39274 -3.93482
8 H 1.66835 1.34363 -4.53371
9 C 0.04475 1.92947 -2.75613
10 H -0.54070 2.57577 -2.08903
11 H -0.58945 1.05636 -2.97696
12 H 0.21102 2.46064 -3.70708
13 C 2.61938 2.94354 -2.62520
14 H 2.11694 3.33532 -3.52149
15 H 3.66444 2.72011 -2.89299
16 H 2.59873 3.70352 -1.82825
17 C 0.15367 -2.98256 -3.13961
18 H 0.05098 -3.82219 -2.43135
19 H 0.35694 -3.32796 -4.17616
20 H -0.80847 -2.42408 -3.11577
21 C 2.97027 -2.51417 -3.65068
22 H 3.73795 -1.72477 -3.65235
23 H 2.61967 -2.72877 -4.67810
24 H 3.41775 -3.40531 -3.19765
25 Pb 2.80197 0.32897 0.55382
26 C -2.33508 1.53801 -0.51774
27 C -3.45619 1.34058 -1.20521
28 C -4.05745 -0.03797 -1.42106
29 C -4.06433 -1.00569 -0.22302
30 C -3.10919 -2.16282 -0.16135
31 C -1.77350 -2.05431 -0.06989
32 C -1.12091 -0.91252 -0.73857
33 C -1.27173 0.49522 -0.08545
34 C 2.09849 -1.35820 1.69272
35 H -2.12273 2.56682 -0.13332
36 H -3.93082 2.20900 -1.69163
37 H -3.55767 -0.50911 -2.27767
38 H -5.10298 0.09959 -1.76915
39 H -4.01024 -0.42662 0.69335
40 H -5.07473 -1.42622 -0.20687
41 H -3.64168 -3.11846 -0.20342
42 H -1.11583 -2.85815 0.36513
43 H -1.50570 -0.84627 -1.73536
44 H -0.06823 -1.17960 -0.86963
45 H -1.14290 0.39960 1.01348
46 H -0.32008 0.97704 -0.35264
47 H 2.93687 -1.91625 2.08911
48 H 1.49706 -1.95159 1.00819
49 H 1.40758 -1.00822 2.48605
50 C 2.11579 1.04460 2.99365
51 C 1.55287 0.95275 4.11076
52 C 0.94080 1.00561 5.41703
53 C -0.39174 1.44215 5.63218
54 C -0.89722 1.67095 6.92477
55 C -0.10833 1.41181 8.05632
56 C 1.17836 0.89454 7.86822
57 C 1.69071 0.67156 6.58142
58 H -1.04286 1.62590 4.77730
59 H -1.89874 2.05646 7.07341
60 H -0.49751 1.59431 9.06154
61 H 1.78133 0.67401 8.74774
62 H 2.68663 0.25272 6.47857

Löwdin atomic charge list, values in e, 5 entries: number 1, P, carries 0.880; number 2, P, carries 0.818; number 3, C, carries -0.450; number 4, C, carries -0.423; number 5, H, carries 0.053

C23H37AsN6OS4W | ωB97M-V with the def2-TZVPD basis set

Computed properties:
HOMO-LUMO gap (alpha / beta): 6.09 / 6.10 eV
energy relative to the best compared isomer or geometry (same formula, charge and spin): 16.17 kcal/mol
net charge: +2

Geometry (Å):
1 W -0.46552 -0.56340 0.35291
2 S -1.03301 -1.41944 2.56130
3 S -2.36747 -2.96438 2.26681
4 S -3.85899 -1.82223 1.54253
5 S -2.80960 -0.79317 0.07269
6 O 2.95316 -1.45964 2.82321
7 C 2.29443 -0.89578 3.97198
8 C 2.40109 0.61789 3.96048
9 C 1.67137 1.24868 2.76879
10 C 0.19664 1.49336 2.94141
11 C -0.20564 2.18641 4.08192
12 C -1.51589 2.56744 4.26059
13 C -2.42182 2.26914 3.25747
14 C -1.97788 1.56941 2.16309
15 N -0.70250 1.15981 1.98169
16 H 3.89935 -1.35300 2.96912
17 H 2.73328 -1.30308 4.88481
18 H 1.25777 -1.22776 3.92318
19 H 3.46044 0.88450 3.91616
20 H 2.03860 1.02348 4.90629
21 H 1.86180 0.64161 1.89751
22 H 2.10227 2.23618 2.56824
23 H 0.53459 2.44109 4.82679
24 H -1.82159 3.09435 5.15450
25 H -3.46163 2.55590 3.31943
26 H -2.67417 1.29359 1.38743
27 N 3.67590 -0.54303 -0.85434
28 C 3.53080 0.81509 -1.06885
29 C 2.26527 1.11807 -0.70343
30 N 1.62218 -0.03147 -0.27290
31 C 2.51954 -1.00506 -0.37200
32 C 2.11661 -2.29288 0.10473
33 N 0.88997 -2.36892 0.57757
34 C 0.72634 -3.66211 1.01071
35 C 1.88019 -4.34963 0.79687
36 N 2.75730 -3.46707 0.21619
37 H 4.51024 -1.07612 -1.04045
38 H 4.33350 1.42435 -1.44482
39 H 1.79060 2.08098 -0.68611
40 H -0.19460 -4.01191 1.43679
41 H 2.15052 -5.36809 1.01198
42 H 3.71594 -3.66665 -0.01629
43 C -2.15375 -4.31043 -3.08153
44 C -0.96156 -3.40180 -3.41373
45 C -0.70617 -2.47261 -2.31900
46 N -0.57951 -1.77798 -1.41780
47 H -2.34797 -4.96055 -3.93133
48 H -3.04852 -3.72347 -2.88262
49 H -1.94126 -4.92910 -2.21183
50 H -1.14752 -2.81148 -4.31370
51 H -0.05011 -3.97726 -3.58338
52 C -0.81822 4.44653 -1.40583
53 C -0.75191 3.26597 -0.44245
54 As -1.07192 1.50985 -1.25003
55 C -2.88763 1.72268 -1.92774
56 C -3.25404 0.73922 -3.03145
57 C -0.06403 1.67180 -2.93028
58 C 0.33886 0.39441 -3.64860
59 H -0.46912 5.34834 -0.90258
60 H -1.83726 4.64192 -1.73781
61 H -0.19623 4.31184 -2.29000
62 H -1.49992 3.37413 0.34338
63 H 0.21134 3.21974 0.07029
64 H -2.93242 2.74968 -2.29470
65 H -3.56842 1.64256 -1.08190
66 H -2.62629 0.86813 -3.91391
67 H -4.28508 0.90288 -3.34439
68 H -3.17526 -0.29603 -2.69497
69 H 0.81375 2.28032 -2.71896
70 H -0.70965 2.27972 -3.56721
71 H 1.03567 -0.20220 -3.05809
72 H 0.82945 0.64406 -4.58990
73 H -0.52462 -0.22737 -3.88389

Löwdin atomic charge list, values in e, 5 entries: number 1, W, carries 0.885; number 2, S, carries 0.202; number 3, S, carries 0.045; number 4, S, carries 0.088; number 5, S, carries 0.119